# C11H17N3O3S2

The molecule C11H17N3O3S2 (the ωB97M-V functional and the def2-TZVPD basis, the Open Molecules 2025 dataset).

Each line ends with the Löwdin charge.
Cartesian coordinates (Å):
C 2.39 2.74 0.69  -0.0261
H 1.73 2.62 1.54  0.0972
H 1.83 3.10 -0.18  0.1053
H 3.20 3.45 0.92  0.0944
O 2.94 1.45 0.41  -0.1149
C 4.12 1.41 -0.23  -0.5573
O 4.76 2.39 -0.53  0.1283
C 4.57 -0.01 -0.49  -0.3442
H 5.36 0.02 -1.25  0.0877
H 4.97 -0.46 0.42  0.0963
S 3.25 -1.08 -1.15  0.9639
C 2.53 -1.78 0.41  -0.5196
C 2.97 -3.22 0.61  -0.1091
H 2.60 -3.83 -0.20  0.0827
H 4.06 -3.29 0.64  0.0756
H 2.56 -3.60 1.54  0.0867
C 1.02 -1.66 0.32  -0.5230
O 0.25 -2.59 0.34  0.0298
N 0.60 -0.36 0.22  0.1009
C -0.71 0.00 0.13  -0.5781
N -1.10 1.23 0.07  0.0090
N -2.42 1.35 -0.01  0.0040
C -3.06 0.24 0.00  -0.5644
C -4.54 0.10 -0.10  -0.4349
C -4.90 -0.52 -1.45  -0.0753
H -4.57 0.12 -2.26  0.0882
H -4.42 -1.50 -1.56  0.0637
H -5.97 -0.66 -1.52  0.0778
C -5.22 1.46 0.08  -0.0797
H -6.30 1.34 0.02  0.0770
H -4.89 2.14 -0.70  0.0783
H -4.96 1.89 1.04  0.0775
H -4.86 -0.58 0.70  0.1345
S -2.00 -1.17 0.11  1.1476
H 1.29 0.39 0.18  0.1049
H 2.88 -1.13 1.22  0.1151

Output
**E_HOMO**: -8.88 eV
**E**: -43966.60269 eV
**SMILES**: COC(=O)CS[C@H](C)C(=O)Nc1nnc(C(C)C)s1
**LUMO level**: 0.0203 hartree
**Kohn-Sham gap**: 9.4 eV
**ΔE to the lowest compared entry with this formula, charge and spin**: 0.0 kcal per mole


# C17H23NO6S

A structure of composition C17H23NO6S (the ωB97M-V functional and the def2-TZVPD basis, the Open Molecules 2025 dataset).

Each line ends with the Löwdin charge.
Cartesian coordinates (Å):
C -1.97 -3.51 1.02  0.0177
H -2.48 -4.21 1.51  0.0352
O -2.68 -2.28 0.73  0.0532
C -2.27 -1.21 0.33  -0.3934
C -3.17 -0.28 0.36  0.0639
C -2.88 1.11 0.23  -0.1727
C -1.62 1.29 -0.11  -0.0672
C -0.70 0.38 -0.59  -0.1714
C -1.10 -0.93 -0.28  -0.1082
O -0.12 -2.04 -0.41  -0.0889
C -0.18 -2.26 -1.73  -0.1969
H 0.46 -3.21 -1.84  0.1305
H 0.28 -1.87 -2.53  0.0419
H -1.09 -2.69 -2.04  0.0906
S 0.98 0.72 -1.16  0.7236
O 1.08 2.13 -0.76  -0.3336
O 1.24 0.03 -2.29  -0.2367
N 1.89 -0.15 0.13  -0.1597
C 1.99 0.51 1.34  -0.3654
H 1.49 -0.34 2.18  0.1867
C 3.17 0.94 1.84  -0.3488
C 3.85 1.89 1.06  -0.1589
C 4.88 1.08 0.06  -0.1504
C 4.08 0.19 -0.86  -0.3033
C 3.08 -0.63 -0.70  -0.2945
H 2.80 -1.43 -1.25  0.0751
H 3.50 -1.59 0.35  0.2238
H 3.67 0.97 -1.77  0.1884
H 4.78 -0.49 -1.49  0.1648
H 5.60 1.60 -0.44  0.0762
H 5.50 0.42 0.58  0.0854
H 3.22 2.32 0.16  0.1401
H 4.61 2.57 1.46  0.1140
H 3.83 -0.01 2.22  0.1752
H 2.96 1.47 2.82  0.1466
H 1.18 1.41 1.43  0.1761
H -1.14 2.41 -0.69  0.2089
C -3.74 2.34 0.60  0.0875
C -5.08 2.35 0.15  0.0462
C -5.96 1.29 -0.29  -0.7125
O -6.83 0.74 0.22  0.1590
O -5.42 0.65 -1.21  0.0921
H -5.93 -0.19 -1.73  0.2670
H -5.71 3.04 0.38  0.0494
H -3.38 3.31 0.59  0.0802
H -4.01 -0.37 0.92  0.1216
H -1.03 -3.37 1.52  0.0929
H -1.63 -4.11 0.01  0.1487

Output
**E_HOMO**: -8.59 eV
**E**: -42595.62028 eV
**LUMO level**: -0.0030 hartree
**Kohn-Sham gap**: 8.5 eV
**ΔE to the lowest compared entry with this formula, charge and spin**: 302.7 kcal per mole